Entry 1:
Here is 2 unconnected molecules or ions with the total composition C20H37F13N3O4PS2 from the OMol25 dataset. Energies are from ωB97M-V with the def2-TZVPD basis set.

```
80
Properties=species:S:1:pos:R:3:forces:R:3
C -3.3705 2.4034 3.4315 0.80 -0.25 -0.24
C -2.7410 2.8473 2.0562 -0.68 -1.19 0.56
C -1.7655 1.6939 1.6378 -0.71 0.61 2.05
C -0.7095 1.5379 2.7769 1.12 0.40 -0.59
N -1.2348 1.9108 0.2644 0.79 0.10 0.21
C -0.6627 0.7797 -0.3774 0.12 0.98 -0.12
N 0.2097 -0.0524 0.2967 -1.30 -0.33 1.06
C -0.2933 -1.3465 0.7761 0.27 -1.00 0.30
C -1.7482 -1.7340 0.4856 -0.48 -0.41 0.58
F -1.8886 -2.4675 -0.6976 0.42 0.42 -0.19
O 1.5027 -0.0331 -0.2059 0.09 -0.17 -0.36
C 2.4866 -0.2760 0.8306 1.05 -0.09 -0.45
C 3.2830 -1.5947 0.4899 -0.84 0.62 1.24
C 3.0565 -2.6517 1.6225 0.27 0.16 -0.45
C 4.7726 -1.1899 0.3392 -0.63 -0.58 -0.73
C 5.7039 -2.2697 -0.3075 0.63 -0.02 0.29
C 6.6940 -2.9099 0.7446 -0.87 0.04 -0.98
C 4.9649 -3.3803 -1.0946 -0.52 0.68 0.10
N -0.9969 0.5787 -1.5984 -0.21 -0.48 -0.71
C -0.4541 -0.5136 -2.4158 1.43 0.24 -1.35
C 0.7321 0.0502 -3.2892 0.60 -0.74 0.81
C 1.7954 -1.0783 -3.4590 -0.07 0.75 -0.68
S 1.3266 -2.3010 -4.7485 0.11 0.08 0.07
C -1.9733 1.4426 -2.2664 -0.86 -0.12 -1.14
O -3.1656 1.2519 -1.5535 1.22 0.37 -0.12
C -4.3315 1.4942 -2.2031 0.36 -0.25 0.42
F -5.1572 1.7231 -1.2505 -1.90 0.51 0.66
F -4.2822 2.5588 -3.0172 0.33 -0.02 -0.29
F -4.7054 0.4386 -2.9119 -0.09 -0.11 -0.50
S -0.4569 3.3462 -0.0330 2.86 0.98 -0.47
O 0.1696 3.9710 1.0824 -1.37 -0.25 1.12
O 0.4939 3.1638 -1.0942 -1.01 -0.99 -0.93
C -1.6995 4.5843 -0.7098 -0.96 -0.13 -0.42
F -2.9232 4.0847 -0.7549 -0.40 -0.45 0.28
F -1.3855 4.9054 -1.9533 0.66 -0.14 -0.42
F -1.7064 5.6764 -0.0001 0.27 0.39 0.76
H -3.3548 1.3014 3.4944 -0.17 0.67 0.02
H -4.4231 2.6996 3.4991 0.47 0.13 0.16
H -2.7548 2.7591 4.2711 -0.47 0.17 -0.19
H -2.2203 3.8086 2.1796 -0.21 -0.22 -0.27
H -3.6016 2.9014 1.3705 0.61 0.19 -0.11
H -2.4054 0.7949 1.6633 0.72 0.78 -0.83
H 0.3049 1.4516 2.3454 -0.42 -0.07 0.20
H -0.6644 2.4381 3.4089 -0.16 -0.35 -0.20
H -0.8624 0.6605 3.4195 -0.26 0.25 -0.30
H 0.3574 -2.1474 0.3695 -0.30 0.38 -0.03
H -0.1443 -1.4017 1.8723 -0.18 0.21 -0.42
H -2.5029 -0.9285 0.4851 0.65 -0.31 -0.27
H -2.0617 -2.4295 1.2829 0.15 0.37 -0.19
H 2.0613 -0.2835 1.8431 -0.23 0.01 -0.48
H 3.1910 0.5722 0.7628 -0.42 -0.20 0.13
H 2.8154 -1.9793 -0.4269 0.52 0.19 0.07
H 2.2096 -3.3280 1.4252 0.25 0.26 -0.06
H 3.9637 -3.2706 1.6884 -0.38 0.10 0.33
H 2.8426 -2.1506 2.5822 0.39 -0.30 -0.26
H 5.1150 -0.8922 1.3472 0.09 -0.06 -0.48
H 4.7915 -0.2976 -0.3123 0.05 -0.24 0.35
H 6.3296 -1.7342 -1.0450 -0.26 -0.13 0.34
H 7.7096 -2.8089 0.3396 -0.16 -0.19 0.54
H 6.5814 -2.4299 1.7259 0.32 -0.18 -0.29
H 6.4261 -3.9765 0.8257 0.39 0.32 0.23
H 4.1910 -2.9413 -1.7534 0.36 -0.18 0.18
H 5.6349 -3.9527 -1.7533 -0.11 0.07 0.51
H 4.4347 -4.0293 -0.3781 0.28 -0.07 -0.44
H -0.0343 -1.3283 -1.8214 -0.50 0.40 0.22
H -1.2071 -0.9121 -3.1083 -0.14 0.16 0.69
H 0.3911 0.4051 -4.2711 0.10 0.00 0.35
H 1.2542 0.8565 -2.7432 -0.49 -0.12 -0.21
H 2.7707 -0.6245 -3.7006 -0.39 -0.24 -0.05
H 1.9470 -1.6200 -2.5119 -0.21 0.05 -0.43
H 1.4376 -1.5323 -5.8691 0.04 -0.08 0.67
H -1.6533 2.4882 -2.3489 0.05 -0.32 0.39
H -2.1262 1.0893 -3.3008 0.46 -0.06 0.37
F -6.5446 0.1884 1.2231 -0.69 -0.75 -0.85
P -5.1896 -0.5566 1.7489 -2.34 -0.54 0.41
F -4.5789 -0.2559 0.2703 -0.25 0.56 -1.03
F -5.4418 0.5993 2.8794 1.32 0.35 0.53
F -3.5735 -0.3215 2.0421 0.36 -1.11 1.57
F -5.8060 -1.9173 1.0922 0.36 -0.14 -1.40
F -5.1493 -1.6081 2.9942 0.30 0.67 1.18
```
Forces are in eV/Å.

The calculation puts the lowest unoccupied orbital energy at -2.10 eV. The calculation puts the HOMO energy at -10.0562 eV. For the orbital gap, the calculation gives 7.95 eV. Its total energy is -3685.41373 a.u.

=====

Entry 2:
Here is 4 unconnected molecules or ions with the total composition C20H37F3O8S3 from the OMol25 dataset. Energies are from ωB97M-V with the def2-TZVPD basis set.

```
71
Properties=species:S:1:pos:R:3:forces:R:3
F 1.3433 0.7742 1.5137 1.62 1.24 -1.28
C 1.9594 1.6650 0.6421 -0.94 0.57 -1.49
F 1.2652 1.5444 -0.5793 1.42 -0.15 2.27
F 3.2812 1.3058 0.3605 -2.32 0.16 0.91
C 1.8603 3.1970 1.1407 -0.21 -1.06 0.11
O 1.4006 3.9434 0.0120 0.23 0.42 1.52
C 0.7889 5.1852 0.3990 -0.51 1.72 -0.67
C -0.7812 5.1176 0.6952 0.43 -0.57 -0.34
C -1.4283 3.6685 0.7272 -2.56 0.51 1.09
C -2.7320 3.9070 1.6772 -1.84 -1.14 -0.49
C -3.9484 3.1730 0.9244 0.65 -0.77 -1.72
C -3.0499 2.2054 0.0087 -0.27 0.17 2.37
O -2.0484 3.1453 -0.4739 0.18 -0.32 -0.03
H 2.8950 3.4839 1.5047 -1.11 -0.11 -0.51
H 1.1233 3.2642 2.0105 0.98 -0.27 -1.10
H 1.3022 5.7013 1.2789 -0.39 -0.99 -1.00
H 0.9285 5.9031 -0.4815 0.00 -1.17 1.11
H -1.3851 5.7321 -0.0548 0.91 -0.89 0.86
H -0.9563 5.6102 1.7061 0.17 -0.82 -1.24
H -0.8399 2.7814 1.1111 -0.15 1.43 -0.01
H -2.6057 3.3139 2.6327 -0.09 1.33 -0.66
H -3.1132 4.9748 1.7548 1.29 -1.18 0.48
H -4.7557 2.6851 1.5505 1.34 0.34 -0.41
H -4.5151 3.7734 0.1480 0.79 -0.01 1.17
H -3.5807 1.5584 -0.7445 0.95 1.17 0.35
H -2.5514 1.5274 0.7951 -0.43 0.37 -1.33
C -0.3098 -2.5479 -2.7506 0.08 0.12 -0.09
C 0.4347 -1.9884 -1.5363 0.23 -0.13 0.04
C -0.5092 -1.0159 -0.8279 0.44 0.17 0.11
S -2.1679 -1.5786 -1.1852 0.22 -0.15 -0.05
O -2.8298 -0.5781 -1.9905 -0.20 -0.16 0.32
O -2.7609 -2.1119 0.0228 -0.27 0.30 -0.16
C -1.6949 -2.9345 -2.2443 0.16 -0.31 -0.33
H 0.2104 -3.4020 -3.1869 -0.05 0.08 0.01
H -0.3943 -1.7745 -3.5198 0.02 -0.08 0.03
H 0.6956 -2.8084 -0.8591 -0.06 0.03 -0.03
H 1.3634 -1.4940 -1.8250 -0.12 -0.02 -0.02
H -0.3530 -1.0162 0.2508 -0.19 0.10 -0.06
H -0.4056 -0.0029 -1.2179 -0.17 -0.09 0.03
H -2.4267 -3.0562 -3.0420 -0.09 0.08 0.16
H -1.6527 -3.8374 -1.6316 -0.07 0.09 0.02
C -3.8095 -4.3267 3.4344 -0.04 0.10 -0.01
C -2.5283 -3.7137 2.8647 -0.05 0.07 -0.16
C -1.5942 -3.4269 4.0430 0.11 0.33 -0.41
S -2.0111 -4.6164 5.3143 0.10 -0.21 -0.06
O -2.5578 -3.9067 6.4475 0.24 -0.20 -0.02
O -0.9317 -5.5678 5.4504 -0.17 0.24 0.30
C -3.3543 -5.3884 4.4280 -0.43 -0.11 -0.24
H -4.4373 -4.7542 2.6508 0.03 0.04 0.06
H -4.3901 -3.5556 3.9502 0.01 -0.08 -0.02
H -2.0544 -4.4278 2.1841 -0.04 0.05 0.04
H -2.7334 -2.8068 2.2950 0.06 -0.14 0.00
H -0.5471 -3.5476 3.7659 -0.04 -0.02 0.23
H -1.7581 -2.4279 4.4493 0.00 -0.13 0.10
H -4.1354 -5.6882 5.1255 0.18 0.00 0.11
H -2.9538 -6.2637 3.9127 0.04 0.05 0.10
C 6.0365 0.3543 -3.1456 0.12 0.07 -0.07
C 5.1498 1.5852 -3.3501 0.04 0.12 0.18
C 4.1246 1.2376 -4.4322 0.04 0.58 0.00
S 3.8868 -0.5345 -4.3453 0.01 -0.01 0.11
O 4.3756 -1.1257 -5.5685 -0.31 -0.02 0.18
O 2.5653 -0.8131 -3.8303 0.08 -0.18 -0.33
C 5.0838 -0.8308 -3.0549 0.36 -0.05 0.30
H 6.6522 0.4429 -2.2489 -0.04 -0.03 -0.07
H 6.7043 0.2333 -4.0041 -0.03 -0.04 0.07
H 4.6325 1.8207 -2.4147 0.02 -0.03 -0.07
H 5.7353 2.4629 -3.6301 -0.07 -0.06 0.01
H 3.1718 1.7381 -4.2603 -0.01 -0.18 -0.12
H 4.4967 1.4790 -5.4286 -0.07 -0.16 0.03
H 5.5738 -1.7901 -3.2164 -0.18 -0.01 -0.09
H 4.5517 -0.8357 -2.1013 -0.03 -0.01 -0.09
```
Forces are in eV/Å.

The calculation puts the lowest unoccupied orbital energy at 0.38 eV. The calculation puts the HOMO energy at -9.7160 eV. For the orbital gap, the calculation gives 10.09 eV. Its total energy is -2880.22604 a.u. The SMILES is FC(F)(F)COCC[C@H]1CCCO1.O=S1(=O)CCCC1.O=S1(=O)CCCC1.O=S1(=O)CCCC1.

=====

Entry 3:
Here is 8 unconnected molecules or ions with the total composition C20H37N12OP2 from the OMol25 dataset. Energies are from ωB97M-V with the def2-TZVPD basis set.

```
72
Properties=species:S:1:pos:R:3:forces:R:3
C 0.9811 -1.2707 -0.5604 0.62 -0.22 -0.26
N 1.5455 -0.7685 0.6714 -0.64 0.26 0.02
C 0.7081 0.1267 1.4735 1.07 -0.67 0.26
C -0.5335 0.6044 0.8252 -0.45 0.22 0.31
N -1.7168 0.2471 1.2553 -0.30 -0.30 0.36
C -2.6316 0.8672 0.4843 0.26 -0.06 0.02
N -3.9337 0.7657 0.6351 0.21 -0.58 -0.62
P -4.8153 -0.1453 1.9001 -1.11 0.21 1.66
C -6.2398 -0.7906 0.9207 1.43 0.63 -0.17
C -3.8761 -1.6638 2.3430 0.42 0.58 -0.38
N -1.9897 1.6109 -0.4467 -1.21 -0.24 0.29
N -0.6512 1.4624 -0.2170 0.82 0.60 -0.91
P 0.6166 2.2340 -1.1020 1.40 0.47 0.12
O 1.8228 2.2905 -0.2723 0.09 -0.24 0.13
H 0.0673 -1.8420 -0.4166 -0.14 0.04 0.22
H 0.8058 -0.5184 -1.3425 -0.15 0.07 -0.04
H 1.7051 -1.9606 -0.9807 0.00 -0.17 -0.15
H 2.4685 -0.3886 0.5412 0.05 0.04 -0.07
H 0.4063 -0.4006 2.3745 -0.43 -0.04 0.05
H 1.3176 0.9555 1.8189 -0.08 0.36 -0.13
H -4.5065 1.2946 -0.0047 -0.15 0.01 -0.01
H -6.7350 -1.5683 1.4835 -0.16 -0.10 0.15
H -5.8678 -1.1915 -0.0119 -0.21 -0.24 -0.25
H -6.9091 0.0405 0.7364 -0.31 -0.03 -0.09
H -3.3274 -1.4335 3.2488 0.13 0.05 0.11
H -4.6017 -2.4320 2.5913 -0.13 -0.14 -0.22
H -3.1481 -1.9843 1.6050 -0.16 -0.32 -0.18
H -2.4257 2.1975 -1.1376 0.45 0.16 -0.26
H 0.1569 3.5208 -1.4420 -0.70 -0.34 -0.01
H 0.8079 1.5551 -2.3169 -0.58 -0.07 0.09
C 1.7597 1.5273 -5.5973 -0.10 -0.06 -0.06
C 0.3746 1.3037 -5.1903 -0.18 -0.02 0.11
N -0.7103 1.1332 -4.8477 0.29 0.10 0.10
H 2.2651 2.1553 -4.8660 0.01 0.01 -0.01
H 2.2795 0.5743 -5.6705 0.01 -0.01 -0.01
H 1.7825 2.0216 -6.5660 0.02 0.01 -0.01
C -6.5384 -2.2422 -3.3819 0.18 -0.02 0.42
C -7.2754 -2.2674 -2.1213 -0.22 -0.05 0.15
N -7.8629 -2.2869 -1.1324 0.16 -0.02 -0.34
H -6.9838 -2.9400 -4.0780 -0.06 -0.02 -0.07
H -6.5737 -1.2460 -3.8126 -0.07 -0.01 -0.09
H -5.5003 -2.5243 -3.2048 -0.01 -0.01 0.02
C 5.1692 1.2812 1.8776 -0.03 -0.27 -0.09
C 4.8718 -0.1499 1.8947 0.00 -0.23 -0.04
N 4.6346 -1.2762 1.9082 0.01 0.32 -0.08
H 4.3963 1.8146 1.3259 0.00 0.04 0.02
H 5.2053 1.6638 2.8909 -0.03 0.04 0.04
H 6.1308 1.4501 1.3967 0.01 0.00 -0.01
C 3.5599 -4.7605 -0.5137 -0.07 -0.04 -0.06
C 2.4981 -4.6867 -1.5147 -0.15 0.05 -0.11
N 1.6565 -4.6076 -2.2945 0.20 0.03 0.19
H 4.3999 -4.1410 -0.8202 0.02 0.01 0.02
H 3.1889 -4.4051 0.4457 0.02 0.02 0.01
H 3.8953 -5.7900 -0.4089 0.01 -0.01 0.01
C -7.0490 -3.6522 -7.8653 -0.03 0.04 0.05
C -7.4807 -2.6824 -6.8632 -0.11 0.21 0.11
N -7.8210 -1.9162 -6.0758 0.07 -0.21 -0.39
H -5.9938 -3.5076 -8.0871 0.01 0.00 -0.01
H -7.2009 -4.6621 -7.4904 0.00 -0.01 -0.01
H -7.6271 -3.5195 -8.7771 -0.01 -0.01 -0.01
C 7.7649 4.2214 4.4270 -0.02 0.04 0.00
C 6.3711 3.9680 4.0799 -0.24 0.00 -0.01
N 5.2702 3.7681 3.8119 0.31 0.13 0.15
H 8.1462 5.0568 3.8432 -0.01 0.00 -0.02
H 7.8403 4.4578 5.4865 0.03 -0.06 0.02
H 8.3635 3.3370 4.2199 0.01 -0.02 0.03
C 5.0846 3.8466 8.2085 0.06 -0.03 0.00
C 6.4555 3.3729 8.0431 0.22 -0.10 -0.02
N 7.5346 2.9972 7.9129 -0.28 0.14 -0.07
H 5.0424 4.9200 8.0365 -0.01 0.01 0.00
H 4.4340 3.3449 7.4952 -0.01 0.00 -0.01
H 4.7415 3.6334 9.2185 -0.01 0.00 0.01
```
Forces are in eV/Å.

The calculation puts the lowest unoccupied orbital energy at -2.84 eV. The calculation puts the HOMO energy at -10.9957 eV. The net charge is +1. For the orbital gap, the calculation gives 8.16 eV. Its total energy is -2199.00618 a.u.

=====

Q: Look up the orbital gap of the first one.
A: 7.95 eV